1.
This record from OMol25 describes C30H48NdP2S as an isolated structure. The level of theory is the ωB97M-V functional and the def2-TZVPD basis.

Output
<S²>	3.76
charge	+1
spin multiplicity	4
HOMO-LUMO gap (alpha / beta)	0.2108 / 0.2213	Eh

Element x y z (Å)
Nd -1.94036 -0.98365 0.94376
C -4.40198 -0.50239 0.52300
C -3.82812 -0.36990 -0.78721
C -3.51839 -2.55978 -0.09785
C -4.22379 -1.87531 0.93844
C -3.27790 -1.63353 -1.16885
C -5.16285 0.55631 1.25373
H -5.48058 1.35776 0.57214
H -4.57822 1.02955 2.05605
H -6.06595 0.13578 1.72311
C -4.53501 -2.48734 2.25222
H -5.09757 -1.79813 2.89848
H -3.62351 -2.79274 2.79921
H -5.14453 -3.39161 2.10931
C -2.87550 -3.90070 0.05075
H -3.65370 -4.67286 0.13981
H -2.22903 -3.99274 0.94832
H -2.25566 -4.15807 -0.81701
C -2.76953 -2.02660 -2.51386
H -3.56049 -2.58034 -3.05414
H -1.89587 -2.69021 -2.43542
H -2.49169 -1.16036 -3.12412
C -4.12530 0.73788 -1.73643
H -5.04586 0.52657 -2.30966
H -3.32171 0.86803 -2.46834
H -4.27611 1.69729 -1.23225
C -0.00339 1.74634 1.40312
C -1.14415 2.26882 0.91695
C -1.34640 2.82698 -0.45324
C -0.56429 2.19084 -1.61961
C -0.59001 0.70562 -1.71272
C 0.18944 -0.14231 -1.01045
C 1.38322 0.24814 -0.17749
C 1.27911 1.54424 0.66049
H -1.06511 3.89476 -0.45846
H 0.46803 2.58094 -1.61158
H -2.42648 2.79366 -0.65728
H 1.54648 2.41211 0.03372
H 0.03733 1.51207 2.47337
H -1.98497 2.37705 1.61369
H 2.07838 1.46951 1.42450
H 1.59919 -0.59768 0.50387
H 0.07867 -1.23660 -1.16297
H 2.28972 0.34381 -0.80720
H -1.02556 2.58669 -2.53898
H -1.20584 0.30616 -2.51281
P 5.18636 0.43203 -1.49538
P 6.14814 -1.72245 -3.29354
C 6.93833 0.70526 -2.14967
C 7.52559 -0.61470 -2.64558
H 7.54840 1.12640 -1.33705
H 6.87946 1.44221 -2.96564
H 8.24470 -0.45636 -3.46241
H 8.02486 -1.16201 -1.83116
C 7.20642 -3.18266 -3.60120
H 6.62618 -3.91265 -4.17351
H 7.49333 -3.63168 -2.64455
H 8.10581 -2.89965 -4.16108
C 6.18480 -1.05540 -5.01632
H 7.22741 -0.96640 -5.35474
H 5.68937 -0.07804 -5.07395
H 5.64627 -1.76011 -5.66342
C 5.58960 0.70317 0.28129
H 4.66000 0.79085 0.85773
H 6.19271 1.61482 0.39336
H 6.15774 -0.16092 0.65310
C 4.49827 2.06654 -1.96683
H 4.38911 2.10326 -3.05857
H 5.16537 2.87362 -1.63951
H 3.50736 2.19279 -1.51298
S -2.32506 -0.10259 3.61580
C -3.40899 0.56490 4.77858
C -4.79771 0.30286 4.74072
C -5.65077 0.76615 5.73101
C -5.16077 1.51798 6.80701
C -3.78962 1.83121 6.83998
C -2.92675 1.36644 5.84972
H -5.19110 -0.28455 3.91880
H -6.71179 0.53886 5.66101
H -5.83211 1.84677 7.60155
H -3.40077 2.44869 7.65759
H -1.85430 1.59129 5.88971

***

2.
This record from OMol25 describes a 4-piece molecular cluster, C37H64ClO19P overall. The level of theory is the ωB97M-V functional and the def2-TZVPD basis.

Output
SMILES string	CCOC(=O)CCC[C@H](CC(=O)Cl)O[C@@H](CCCCCCCCOC(C)=O)CO[C@@H](OC[C@@H](C)O)[PH2]=O.C[C@@H]1COC(=O)O1.C[C@@H]1COC(=O)O1.C[C@@H]1COC(=O)O1
HOMO-LUMO gap	0.3728	Eh

Element x y z (Å)
C -0.66341 4.44715 -1.58508
C 0.30660 4.53164 -0.27477
O 1.69053 4.52752 -0.70961
C 2.52641 3.81052 0.18038
O 2.29098 3.72917 1.42188
C 3.88441 3.06821 -0.30113
C 3.83488 2.56254 -1.82681
C 3.82062 0.96217 -1.99856
C 2.33805 0.38749 -2.35344
C 1.17350 0.99127 -1.43314
C 1.31609 0.70785 0.13186
O 0.42800 1.18529 0.89100
Cl 2.61966 -0.27584 0.93823
O 2.36385 -1.04344 -2.15100
C 1.84065 -1.77577 -3.28064
C 1.93861 -3.35199 -2.85967
C 1.57000 -3.37733 -1.27112
C 1.05284 -4.81683 -0.76148
C 0.07443 -4.49927 0.50400
C 0.90446 -4.08934 1.81323
C 0.15255 -3.09016 2.82072
C -1.45124 -3.13686 2.77042
C -1.94752 -1.80193 2.02482
O -3.29659 -1.37930 2.47167
C -3.40874 0.02418 2.22998
C -3.26079 0.67894 0.75860
O -3.61412 0.78186 3.21978
C 0.29529 -1.50412 -3.60900
O 0.03310 -0.32687 -4.41225
C 0.03176 -0.60856 -5.82399
O 1.28010 -1.16153 -6.32312
C 2.26911 -0.06985 -6.39278
C 2.61786 0.37702 -7.89555
C 2.94998 1.96615 -7.89812
O 3.87198 -0.27812 -8.26099
P -1.46137 -1.63912 -6.41819
O -2.61432 -0.76677 -6.98198
H -1.23089 3.45082 -1.57491
H -0.03229 4.46700 -2.54463
H -1.44440 5.29341 -1.58235
H -0.00437 5.48926 0.27947
H 0.00753 3.65455 0.38666
H 4.69738 3.88727 -0.22324
H 4.16302 2.22685 0.42368
H 2.97602 3.08581 -2.36404
H 4.81006 2.92482 -2.33265
H 4.44611 0.74165 -2.95609
H 4.32984 0.38864 -1.15615
H 2.17428 0.69375 -3.45647
H 1.12220 2.13680 -1.56129
H 0.13047 0.59967 -1.73341
H 2.55134 -1.64794 -4.16251
H 1.22131 -4.00765 -3.46763
H 2.99865 -3.77432 -3.04375
H 2.45820 -3.08906 -0.62004
H 0.68054 -2.65647 -1.11103
H 1.91171 -5.43817 -0.32323
H 0.52933 -5.42358 -1.57584
H -0.51545 -5.44743 0.75500
H -0.69691 -3.70023 0.19316
H 1.91727 -3.58921 1.56055
H 1.16588 -5.05051 2.36989
H 0.45224 -3.42261 3.88780
H 0.51203 -1.99476 2.74747
H -1.84161 -3.04663 3.85605
H -1.89741 -4.10006 2.35951
H -1.26343 -0.90294 2.27200
H -2.01551 -1.96412 0.88251
H -3.59475 1.77979 0.75880
H -2.17009 0.65760 0.38746
H -3.94716 0.10120 0.03923
H -0.16950 -2.47120 -4.01727
H -0.22542 -1.32624 -2.59147
H -0.08324 0.41463 -6.35223
H 1.96608 0.84074 -5.77654
H 3.21634 -0.49797 -5.89094
H 1.75522 0.10275 -8.59929
H 2.56413 2.42979 -8.86453
H 4.08336 2.14437 -7.83065
H 2.49243 2.51605 -7.00152
H 3.95779 -1.14036 -7.80431
H -1.93655 -2.57226 -5.44323
H -0.96368 -2.43568 -7.52637
C -3.85453 0.53780 6.14346
C -4.46663 0.96898 7.45777
C -3.68881 2.02928 8.17792
O -4.06873 1.80827 9.53365
C -4.38427 0.48529 9.63711
O -4.57249 -0.08833 10.67153
O -4.45418 -0.09843 8.40706
H -4.29854 -0.39983 5.80188
H -4.00229 1.29740 5.37595
H -2.77961 0.35659 6.24608
H -5.50986 1.26500 7.30509
H -3.95478 3.03813 7.85826
H -2.60393 1.90355 8.10053
C -10.80539 0.04716 6.89472
C -9.62779 0.65996 6.16925
C -8.29033 0.25111 6.71284
O -7.46546 1.34926 6.33453
C -8.28227 2.44005 6.26545
O -7.89868 3.56696 6.15234
O -9.59355 2.07464 6.34626
H -11.72827 0.57448 6.64277
H -10.91877 -1.00739 6.63446
H -10.68663 0.12336 7.98009
H -9.70572 0.46160 5.09386
H -7.92373 -0.67924 6.27587
H -8.26933 0.16634 7.80412
C 9.21192 -0.51137 -1.45339
C 8.50632 -0.10692 -2.72896
C 7.73865 1.17784 -2.62619
O 6.74400 1.01203 -3.63166
C 6.53291 -0.32985 -3.75023
O 5.63577 -0.82326 -4.37209
O 7.47593 -1.03477 -3.06431
H 9.52007 -1.55823 -1.50042
H 10.09397 0.10907 -1.28135
H 8.55023 -0.41758 -0.58650
H 9.21929 -0.08727 -3.56136
H 8.35478 2.05534 -2.82907
H 7.23443 1.30918 -1.66308

***

3.
This record from OMol25 describes a 9-piece molecular cluster, C12H40F6O8P overall. The level of theory is the ωB97M-V functional and the def2-TZVPD basis.

Output
charge	-1
HOMO-LUMO gap	0.3656	Eh

Element x y z (Å)
P 0.32330 0.04934 0.30810
F 1.47448 0.75278 -0.60397
F 1.25320 -1.24802 0.56092
F 0.92134 0.80528 1.62383
F -0.80118 -0.64838 1.25740
F -0.66398 1.32991 0.15875
F -0.27960 -0.65244 -1.00638
C -3.19585 -2.76625 2.80820
O -3.13922 -2.07685 1.56653
H -2.24851 -3.28269 3.00915
H -3.27586 -2.08060 3.65753
H -4.00067 -3.49152 2.75305
H -2.42282 -1.42653 1.66348
C 0.97731 -2.22895 3.98581
O 0.81569 -0.88418 4.39475
H 0.09072 -2.74378 3.61188
H 1.73130 -2.28122 3.19112
H 1.43858 -2.77988 4.80665
H 0.64861 -0.37172 3.59246
C 3.04471 -2.46599 -2.24268
O 3.29025 -2.07351 -3.59747
H 3.95824 -2.29137 -1.67394
H 2.14948 -2.06054 -1.77612
H 2.87451 -3.53760 -2.34939
H 3.39445 -1.12342 -3.68449
C -2.41185 -4.61571 -2.93874
C -1.79910 -3.96418 -1.71780
C -1.26887 -4.86275 -0.62549
O -0.84779 -2.98060 -2.08786
H -2.73632 -3.89535 -3.68472
H -3.21457 -5.28811 -2.62297
H -1.75815 -5.32715 -3.46466
H -2.66510 -3.41270 -1.31726
H -2.06378 -5.45975 -0.16249
H -0.90267 -4.27041 0.21409
H -0.52090 -5.55800 -1.01054
H -0.59019 -2.46122 -1.31969
C 1.67955 3.44747 4.58682
C 0.76335 4.10990 3.56894
C -0.32355 4.98122 4.18157
O 1.57445 4.84675 2.64781
H 2.23403 2.62503 4.14295
H 1.12614 2.99720 5.42039
H 2.25718 4.23240 5.08112
H 0.22229 3.35594 2.98494
H 0.07061 5.85388 4.71059
H -0.88598 4.41857 4.93409
H -1.04445 5.29346 3.42604
H 1.25278 4.60011 1.77169
C 0.70221 3.65549 -3.31219
C 0.66137 2.36069 -4.10219
C 2.02089 1.88908 -4.66354
O 0.09739 1.32150 -3.33273
H -0.30297 4.07274 -3.24960
H 1.33929 4.40098 -3.79332
H 1.09232 3.43382 -2.31632
H 0.03494 2.50647 -4.98766
H 1.78689 1.26420 -5.53248
H 2.63173 1.31885 -3.97206
H 2.47465 2.73452 -5.19648
H 0.60401 1.16269 -2.52829
O -2.85235 -0.36802 -2.34877
H -3.34244 -0.85677 -1.67892
H -1.98296 -0.21319 -1.94290
O -0.35375 4.14769 0.43489
H -0.85152 4.74891 -0.12817
H -0.26528 3.33252 -0.08327

***

4.
This record from OMol25 describes C27H35AlBBrClCsF11LiN4O12S2 as an isolated structure. The level of theory is the ωB97M-V functional and the def2-TZVPD basis.

Output
charge	+2
HOMO-LUMO gap	0.0758	Eh

Element x y z (Å)
C 2.54956 -2.35762 0.57912
C 2.55250 -1.66380 2.09495
C 3.00364 -0.05447 2.03132
C 2.61265 0.77963 3.39266
C 2.52953 0.65050 0.62918
N 3.59689 0.79174 -0.47637
C 3.34761 1.40620 -1.83584
F 4.51049 1.49604 -2.77397
C 1.87163 1.97190 -2.28703
N 1.72298 2.58808 -3.69301
C 1.94170 1.57223 -4.63118
S 2.79654 0.51727 -5.69219
C 0.63488 1.84823 -1.21001
C -0.85763 2.36149 -1.65294
O -0.93509 3.47255 -2.43738
O -2.14604 1.77328 -1.24925
S -2.32965 0.17028 -1.79913
O -2.59931 0.03759 -3.32915
O -1.19124 -0.79780 -1.39728
C -3.89644 -0.49525 -0.93153
F -3.95340 -1.95048 -1.33374
F -5.13686 0.13646 -1.44444
C -3.76681 -0.49770 0.71025
F -3.79698 0.89787 1.23706
F -4.96496 -1.18060 1.32361
F -2.57989 -1.28590 1.21006
C 1.00733 1.18790 0.28066
C -0.15122 1.06341 1.43380
C -0.23982 2.42597 2.39884
N -0.38181 3.69316 1.86236
H 3.51694 -2.09064 -0.03811
H 1.58982 -2.05500 -0.05091
H 2.56498 -3.54607 0.68974
H 1.47262 -1.81962 2.51786
H 3.37300 -2.25208 2.72284
H 4.19665 -0.08769 2.00164
H 1.47377 0.64375 3.72199
H 2.71717 1.94300 3.15238
H 3.24911 0.44900 4.32426
H 4.57609 0.44305 -0.24864
H 0.12219 0.09615 2.07551
H -1.23828 0.89564 1.03472
H -0.22574 2.29086 3.58239
H -0.38536 3.63568 0.80694
O 5.29584 2.99016 6.79590
Cl 4.86315 2.98019 5.41200
O 3.93946 4.07492 5.18643
O 4.20247 1.72262 5.12114
O 6.01476 3.13308 4.54434
Li -3.83686 1.59652 -3.19620
C -3.51954 -8.71167 -2.25168
O -4.22490 -7.80664 -1.40463
C -3.52908 -6.68763 -1.08073
O -2.39627 -6.41635 -1.44704
O -4.31202 -5.92269 -0.27863
C -3.70467 -4.70335 0.14395
H -4.16965 -9.56913 -2.44598
H -3.27992 -8.23741 -3.20893
H -2.61107 -9.07302 -1.75907
H -3.47262 -4.06886 -0.71744
H -2.80361 -4.90443 0.73236
H -4.41901 -4.17257 0.77938
B 0.66314 3.22986 6.34439
F 2.10922 3.11218 6.25088
F 0.03941 2.17795 5.55809
F 0.25542 3.10267 7.73410
F 0.24848 4.52671 5.83443
N -3.65521 8.10422 -2.06732
C -3.60688 8.33697 -0.73735
C -3.00039 7.48568 0.17239
C -2.40987 6.32165 -0.30804
C -2.44494 6.05320 -1.67252
C -3.07181 6.96705 -2.50428
H -4.08439 9.25635 -0.41118
H -2.98916 7.72422 1.22986
H -1.92611 5.62947 0.37499
H -1.99442 5.15451 -2.07831
H -3.12232 6.80426 -3.57725
C 0.95693 -2.80385 -4.97671
C 1.95818 -3.26031 -3.92758
O 1.40146 -3.36629 -2.61956
C 0.32072 -4.28305 -2.46248
C 0.68795 -5.71561 -2.81027
H 0.52554 -1.83467 -4.69830
H 1.44441 -2.70573 -5.95233
H 0.13110 -3.50920 -5.08648
H 2.76332 -2.52150 -3.86686
H 2.42840 -4.20485 -4.21592
H -0.54658 -3.94571 -3.03962
H 0.02501 -4.24076 -1.40802
H 0.98604 -5.81970 -3.85603
H -0.16400 -6.38009 -2.63571
H 1.52856 -6.05498 -2.19523
Cs 2.16314 3.38917 0.04563
Br 4.26314 -0.79806 3.92329
F 7.86314 2.44825 5.12013
Al -0.53686 6.29200 6.29200

***

5.
This record from OMol25 describes the molecule C2H7N5O. The level of theory is the ωB97M-V functional and the def2-TZVPD basis.

Output
SMILES string	[H]/N=C/N(O)/C(N)=N/N
HOMO-LUMO gap	0.3284	Eh

Element x y z (Å)
H 0.77884 2.88022 1.87673
N 0.32191 2.05653 1.46103
C 1.20806 1.37036 0.81525
N 0.97565 0.23224 0.08584
O 2.11173 -0.23179 -0.60106
C -0.18524 -0.45251 -0.22712
N -1.27767 -0.15055 0.55965
N -0.21715 -1.32953 -1.20535
N -1.43858 -1.88382 -1.42246
H 2.26392 1.69499 0.79424
H 1.73618 -0.94769 -1.16124
H -1.11589 0.75440 1.02173
H -1.31785 -0.81248 1.33138
H -2.16626 -1.36617 -0.91505
H -1.67765 -1.81419 -2.41357

***

6.
This record from OMol25 describes C21H39CdNP2 as an isolated structure. The level of theory is the ωB97M-V functional and the def2-TZVPD basis.

Output
HOMO-LUMO gap (alpha / beta)	0.1338 / 0.1844	Eh

Element x y z (Å)
P 1.40058 -0.49887 -1.56998
P 1.60336 1.82316 0.30355
C 1.85938 1.11790 -2.33912
C 2.78980 1.41978 -1.15697
H 1.00461 1.80297 -2.46292
H 2.42412 1.10611 -3.29531
H 3.25955 0.46424 -0.79784
H 3.59015 2.16483 -1.30249
C 0.21186 2.94876 -0.19140
H -0.35556 3.15632 0.72087
H -0.48113 2.47319 -0.90096
H 0.57960 3.89296 -0.61116
C 2.96465 2.70343 1.08095
H 3.25270 3.54561 0.44613
H 3.81850 2.01423 1.17037
H 2.61752 3.00268 2.06820
C -1.86435 -1.76817 -4.89766
H -1.03865 -2.48735 -4.74937
H -1.37287 -0.90898 -5.35715
H -2.64014 -2.26078 -5.47667
C 1.28622 -1.06078 -3.44517
H 2.31159 -0.96999 -3.89095
H 0.60734 -0.46100 -4.10329
H 0.95263 -2.10685 -3.56484
Cd 1.27526 0.16656 1.62115
C -1.28553 -1.09431 -2.63010
C -2.39749 -1.49387 -3.48163
C -3.20880 -2.75733 -2.99096
C -2.48598 -3.95529 -2.37758
C -1.03509 -4.19883 -2.68786
C -0.18388 -3.85041 -1.72827
C -0.63312 -2.84014 -0.66047
C -1.35020 -1.52195 -1.23256
C 0.93947 -1.22055 3.20905
H -0.86949 -0.05728 -2.82252
H -3.07195 -0.63086 -3.41515
H -3.75005 -3.10627 -3.86699
H -3.97365 -2.39618 -2.29953
H -2.68304 -3.89051 -1.29452
H -3.05866 -4.86041 -2.61993
H -0.77743 -4.61689 -3.67113
H 0.89649 -4.07673 -1.70721
H 0.30913 -2.55916 -0.17717
H -1.24852 -3.25209 0.17703
H -2.42302 -1.57441 -0.96027
H -0.98424 -0.68337 -0.64110
H 1.61381 -0.95208 4.03879
H 1.21907 -2.22742 2.86962
H -0.08927 -1.25376 3.61405
C -2.01805 1.33944 3.64048
C -0.89803 2.01870 4.31142
C -0.99166 2.60130 5.60839
C 0.25034 3.16946 5.88092
C 1.06873 2.90263 4.74421
C 2.46871 3.34500 4.66236
N 0.36682 2.18939 3.80580
H -1.92183 1.36714 2.55044
H -2.95386 1.84240 3.92136
H -2.10251 0.29655 3.97863
H -1.88869 2.58286 6.22326
H 0.58426 3.71568 6.75157
H 2.57044 4.32070 5.15507
H 3.12779 2.64044 5.18893
H 2.81227 3.45844 3.63562

***

7.
This record from OMol25 describes a 8-piece molecular cluster, C8H15Cl17 overall. The level of theory is the ωB97M-V functional and the def2-TZVPD basis.

Output
SMILES string	ClC(Cl)Cl.ClCCl.ClCCl.ClCCl.ClCCl.ClCCl.ClCCl.ClCCl
HOMO-LUMO gap	0.3981	Eh

Element x y z (Å)
Cl -2.27432 0.93869 -0.30970
C -0.75594 0.10783 0.17180
Cl -0.45778 0.38199 1.88473
Cl 0.54934 0.70691 -0.86620
H -0.82177 -0.97076 0.09997
Cl -2.65490 -4.58683 3.95888
C -3.20410 -3.15458 3.08315
Cl -2.39877 -2.99957 1.48966
H -4.26462 -3.21307 2.87380
H -2.97066 -2.28036 3.67810
Cl 0.03965 5.22980 -2.89135
C 0.64450 3.57201 -3.07138
Cl 2.38757 3.58726 -3.50125
H 0.55360 3.04682 -2.13169
H 0.14083 3.08646 -3.89706
Cl 4.64921 1.10037 1.99093
C 3.12309 0.73128 2.83170
Cl 2.49640 2.13711 3.70678
H 2.41965 0.42170 2.06933
H 3.29595 -0.03569 3.57503
Cl 1.37232 -2.63311 0.07499
C 2.20101 -3.75074 1.14125
Cl 3.08214 -2.85722 2.39080
H 1.47269 -4.36119 1.66298
H 2.90205 -4.35004 0.57261
Cl -3.41855 2.72286 3.15674
C -4.58280 3.09280 1.86714
Cl -4.36744 4.76049 1.30483
H -4.34097 2.47275 1.01000
H -5.59610 2.86070 2.17312
Cl 4.28357 -0.87412 -3.81486
C 3.45785 -0.76788 -2.24164
Cl 4.50462 -1.28708 -0.91254
H 3.25178 0.28655 -2.09497
H 2.53030 -1.32485 -2.21512
Cl 0.19034 -0.54744 -3.96601
C -1.51554 -0.22444 -3.77529
Cl -2.40974 -1.70796 -3.37579
H -1.63289 0.51056 -2.98729
H -1.88157 0.17200 -4.71619